[1]
{"formula": "C20H49Br8N3O3", "method": "the ωB97M-V functional and the def2-TZVPD basis", "fmax_ha_per_bohr": 0.072, "relative_energy_kcal_mol": 18.0, "total_charge": 0, "smiles": "COC[C@H](C)N.COC[C@H](C)N.COC[C@H](C)N.BrCCBr.BrCCBr.BrCCBr.BrCCBr", "e_lumo_ev": 0.2, "orbital_gap_ev": 9.29, "elements": ["H", "H", "H", "C", "H", "H", "H", "H", "H", "O", "C", "H", "Br", "Br", "H", "C", "N", "C", "H", "H", "Br", "H", "C", "C", "C", "H", "H", "N", "H", "H", "C", "O", "C", "H", "C", "H", "C", "H", "H", "H", "H", "H", "H", "H", "H", "H", "Br", "H", "N", "C", "H", "H", "C", "O", "H", "C", "H", "C", "H", "H", "H", "Br", "H", "H", "Br", "C", "H", "Br", "H", "C", "C", "C", "H", "H", "H", "H", "H", "C", "Br", "H", "H", "H", "H"], "coordinates": [[2.149, 5.967, 6.027], [-0.350, -6.868, -0.814], [2.673, -7.710, 0.817], [1.100, 0.303, -1.639], [1.138, -5.998, -0.301], [-6.755, -2.946, -4.556], [-1.093, 0.695, -2.226], [2.997, -6.922, -0.805], [-6.166, -1.906, -3.268], [-8.023, -1.309, -4.235], [-6.731, -1.916, -4.200], [3.246, 5.454, 4.017], [2.702, 3.552, 6.571], [-2.114, -1.749, 2.784], [6.863, 6.308, 3.373], [6.120, 5.243, -1.018], [4.907, -8.848, -0.152], [7.445, 6.183, 2.460], [-5.060, 6.819, 4.563], [3.702, -9.018, -1.783], [-5.013, 4.085, 2.718], [7.859, 3.726, 0.294], [7.934, 4.761, 0.629], [-10.033, -1.213, -5.563], [0.565, -6.922, -0.224], [-1.100, -0.193, 4.998], [0.868, -0.110, -0.658], [-10.445, -0.889, -6.947], [-10.263, -1.680, -7.548], [3.913, -11.146, -0.536], [-8.550, -1.474, -5.515], [7.175, 4.932, 1.818], [1.961, 5.020, 5.522], [7.335, 6.554, -0.298], [2.697, -7.821, -0.267], [-11.969, -1.969, -5.239], [-3.836, 5.610, 3.117], [1.569, 5.539, 3.516], [-10.761, -3.167, -5.551], [1.927, 1.011, -1.590], [-3.948, 5.675, 5.363], [0.033, 1.413, -3.332], [5.779, 5.981, -1.743], [6.061, 4.333, -1.615], [-10.031, -0.261, -5.032], [-9.940, -0.129, -7.379], [-2.520, -1.448, 6.729], [0.452, -6.968, 0.860], [8.325, 5.586, -1.814], [-4.097, 6.313, 4.492], [-8.110, -0.738, -6.188], [-2.760, 5.433, 3.120], [3.081, -10.466, -0.354], [1.360, -8.015, -0.669], [8.649, 6.510, -2.062], [-0.954, -2.177, 4.346], [2.198, -10.781, -0.911], [7.510, 5.526, -0.616], [-6.070, -1.290, -4.799], [0.010, -2.230, 3.839], [9.245, 5.303, -1.509], [-0.120, 2.848, -1.213], [-8.398, -2.428, -6.020], [2.743, -10.438, 0.682], [2.347, 3.137, 3.365], [-1.004, -1.166, 5.481], [-10.850, -2.428, -3.908], [-2.668, 7.601, 4.844], [9.002, 4.830, 0.837], [2.275, 4.968, 4.119], [-0.104, 1.150, -2.283], [3.568, -9.013, -0.701], [5.587, -9.392, -0.664], [8.458, 6.100, 2.856], [-1.261, -3.140, 4.753], [0.891, 4.847, 5.633], [5.474, 5.287, -0.141], [-10.951, -2.258, -4.980], [1.741, -1.166, -2.826], [5.067, -9.075, 0.819], [7.499, 7.065, 1.822], [-0.162, -1.242, 6.170], [-3.988, 6.358, 2.339]]}

[2]
{"formula": "C3HBiO2", "method": "the ωB97M-V functional and the def2-TZVPD basis", "fmax_ha_per_bohr": 0.078, "relative_energy_kcal_mol": 99.6, "total_charge": 2, "e_lumo_ev": [-14.2, -14.2], "orbital_gap_ev": [6.36, 6.36], "elements": ["Bi", "H", "C", "O", "C", "C", "O"], "coordinates": [[2.232, 0.896, -0.145], [0.132, -2.063, -0.519], [-0.743, 0.780, 0.320], [-1.545, -0.175, -0.189], [-0.036, -1.157, 0.054], [0.412, -0.126, 0.703], [-0.451, 1.846, -0.223]]}

[3]
{"formula": "C4H25N2O6S2", "method": "the ωB97M-V functional and the def2-TZVPD basis", "fmax_ha_per_bohr": 0.118, "relative_energy_kcal_mol": 69.2, "total_charge": 1, "e_lumo_ev": -2.6, "orbital_gap_ev": 8.89, "elements": ["H", "H", "H", "H", "S", "H", "H", "O", "O", "O", "H", "H", "H", "O", "C", "N", "H", "H", "H", "H", "H", "H", "O", "H", "H", "H", "H", "H", "H", "H", "C", "H", "H", "S", "C", "O", "C", "H", "N"], "coordinates": [[0.362, 2.490, -1.860], [3.100, -2.981, -0.832], [3.675, -1.837, 0.394], [1.025, -0.647, 1.629], [-2.659, -1.029, -1.160], [3.424, -1.335, -1.360], [-1.823, 0.212, 4.168], [2.681, 1.834, 1.892], [0.236, -2.218, -2.850], [-0.436, 2.167, -2.034], [-0.103, 0.233, -1.146], [-0.172, 1.585, 1.331], [1.092, -2.276, -2.381], [-1.491, 2.912, 2.569], [1.136, -0.587, 0.508], [1.580, -1.790, -0.220], [-4.301, -1.509, 0.901], [-1.366, 0.515, 1.544], [1.950, 0.174, 0.289], [-3.086, 0.192, 3.336], [1.351, -2.693, 0.299], [0.256, -1.317, -3.132], [-2.167, 0.359, 3.332], [0.661, 0.322, -4.774], [2.585, 1.433, 2.755], [-1.240, -1.836, 0.742], [-0.439, 2.302, -2.964], [-1.975, 2.512, 3.263], [-1.463, 3.814, 2.528], [3.639, 2.098, 1.830], [2.982, -1.901, -0.526], [-1.569, 1.515, 0.160], [-0.827, 0.219, -3.935], [-4.090, -0.369, 0.066], [-0.197, -0.146, -0.149], [0.230, 0.271, -3.884], [-1.126, -1.404, -0.280], [-0.584, -2.255, -0.803], [-0.853, 0.972, 0.752]]}

[4]
{"formula": "C33H24Br2Cl3F4IN3PSiYb", "method": "the ωB97M-V functional and the def2-TZVPD basis", "multiplicity": 2, "fmax_ha_per_bohr": 0.051, "relative_energy_kcal_mol": 33.8, "total_charge": 1, "e_lumo_ev": [-4.1, -4.1], "s2": 0.75, "orbital_gap_ev": [5.84, 5.81], "elements": ["C", "H", "C", "I", "C", "Br", "H", "Cl", "H", "C", "C", "C", "H", "H", "C", "C", "H", "H", "H", "C", "C", "H", "Br", "C", "Si", "C", "C", "H", "H", "H", "H", "H", "F", "C", "C", "C", "C", "C", "N", "P", "H", "H", "C", "Yb", "H", "C", "C", "C", "H", "F", "C", "H", "C", "C", "C", "H", "C", "C", "C", "F", "C", "Cl", "H", "C", "C", "H", "H", "Cl", "F", "N", "C", "H", "N"], "coordinates": [[-0.533, 0.115, 4.562], [-0.446, 4.448, 2.559], [-0.479, -3.777, -4.763], [0.303, -5.507, 4.683], [-2.439, 2.117, 0.310], [1.357, 2.260, 1.561], [2.657, 1.822, -1.424], [-0.241, -2.425, -0.544], [0.422, 0.505, 6.436], [5.019, 1.233, -3.766], [-0.496, 2.721, 1.300], [-1.058, -1.618, -3.900], [-2.521, -1.072, 2.080], [2.530, -0.781, -4.833], [-0.846, 2.951, -6.145], [0.093, 1.213, -4.108], [-2.401, -2.860, -4.998], [-2.706, -2.395, 3.981], [-0.623, -1.418, 7.567], [-0.256, -0.137, 5.892], [1.738, -2.744, 4.763], [2.147, -2.408, -3.143], [-0.035, 3.221, -2.116], [3.043, -0.057, -4.220], [2.854, -1.368, -0.065], [2.425, 0.484, -3.097], [3.121, 1.397, -2.305], [1.502, -4.460, -4.341], [4.950, 2.463, -2.016], [-0.070, -3.295, 2.107], [-1.782, -0.821, -3.766], [2.214, -2.847, 5.717], [-1.028, 4.656, -4.523], [-1.403, -0.703, 3.831], [-1.409, -2.766, -4.582], [0.246, -1.461, -3.429], [-0.449, 1.653, -6.446], [0.789, -3.658, -4.222], [1.151, -1.744, 2.859], [0.657, 0.153, -2.670], [-2.898, 4.847, 2.240], [-2.159, 0.620, 2.437], [0.917, -3.614, 4.075], [0.186, -0.470, 0.746], [-2.214, -2.840, 6.347], [0.039, 0.817, -5.445], [-3.114, 3.166, 0.913], [-1.048, 3.809, 1.937], [2.338, -0.797, 4.241], [0.478, -0.378, -5.848], [-1.998, -1.772, 4.506], [4.802, -0.106, -5.424], [0.572, -2.944, 2.898], [-1.730, -2.020, 5.840], [-2.407, 4.027, 1.742], [6.028, 1.510, -4.027], [4.333, 0.319, -4.550], [-1.722, -0.390, 2.411], [-0.843, -1.215, 6.533], [-1.328, 3.752, -7.086], [-0.245, 2.540, -3.855], [2.885, -3.232, 0.747], [-2.948, 1.417, -0.340], [4.413, 1.764, -2.639], [1.155, -2.502, -3.556], [-4.170, 3.306, 0.739], [-0.747, -4.666, -5.315], [4.274, -1.558, -1.525], [-0.521, 1.205, -7.697], [-1.140, 1.867, 0.516], [-0.702, 3.403, -4.839], [-0.077, 0.965, 4.062], [1.856, -1.650, 3.997]]}

[5]
{"formula": "C21H45N2P3S2Sc", "method": "the ωB97M-V functional and the def2-TZVPD basis", "fmax_ha_per_bohr": 0.053, "relative_energy_kcal_mol": 0.0, "total_charge": 3, "e_lumo_ev": [-12.9, -13.1], "orbital_gap_ev": [3.47, 3.39], "elements": ["H", "C", "C", "H", "H", "H", "C", "Sc", "H", "H", "H", "C", "C", "H", "P", "C", "H", "C", "H", "H", "C", "S", "H", "C", "H", "H", "H", "H", "H", "H", "H", "C", "C", "C", "S", "H", "H", "C", "H", "H", "H", "H", "H", "H", "H", "P", "H", "H", "H", "H", "N", "H", "H", "P", "C", "H", "C", "H", "H", "C", "H", "C", "H", "C", "N", "H", "H", "H", "H", "C", "H", "C", "C", "H"], "coordinates": [[-0.804, -1.984, -4.815], [1.887, 4.310, 3.235], [2.090, 2.926, 3.166], [0.708, -0.428, 1.451], [4.966, 0.159, -0.777], [-3.995, 0.167, 2.411], [1.431, 5.002, 2.111], [0.128, -0.296, -0.270], [4.626, -1.662, 0.767], [-3.296, -1.484, -1.145], [-6.626, -0.695, -0.134], [0.661, 0.440, -3.962], [1.830, 2.243, 1.988], [0.589, -2.573, -3.860], [-0.049, -3.037, -0.028], [-6.227, -1.506, 0.482], [2.047, -4.212, -0.562], [1.131, 4.332, 0.939], [3.814, 1.164, 0.166], [-0.395, -2.931, 2.367], [2.784, 7.585, 3.740], [-2.184, 0.493, 0.484], [1.342, 6.083, 2.154], [0.294, -3.490, 1.722], [3.772, 7.205, 4.027], [3.452, -1.288, -2.944], [-2.838, -0.632, -3.156], [2.006, 1.171, 1.918], [3.281, -2.848, 0.801], [-5.768, -1.709, 2.588], [2.025, 7.618, 4.530], [1.300, 2.928, 0.877], [-2.046, 0.118, -3.286], [-1.671, -3.866, -0.217], [0.896, 2.142, -0.587], [0.338, 0.309, -5.004], [-7.047, -2.195, 0.671], [-0.426, -2.159, -3.798], [-1.070, -2.890, -3.294], [1.320, -3.212, 1.993], [0.625, -5.291, -0.620], [2.893, -2.800, -2.185], [-2.044, 0.464, -4.329], [3.702, 1.132, -1.602], [0.939, -4.158, -1.962], [-0.402, -0.579, -2.867], [3.147, -1.331, 1.725], [-6.365, -0.107, 2.125], [0.775, 4.851, 0.054], [1.624, 8.647, 2.304], [-3.968, -1.345, -0.396], [-5.462, -2.494, -1.287], [1.710, 0.135, -3.862], [2.785, -0.905, -0.636], [0.999, -4.289, -0.874], [-2.081, -3.688, -1.220], [-3.576, -0.523, 0.600], [3.374, 8.243, 1.802], [4.515, -2.153, -1.795], [-5.734, -0.943, 1.800], [2.458, 2.379, 4.033], [3.474, -1.885, -2.024], [-2.382, -3.489, 0.529], [3.929, 0.523, -0.718], [-4.351, -0.458, 1.692], [-4.850, -3.154, 0.244], [0.148, -4.571, 1.870], [2.096, 4.850, 4.159], [-2.261, 0.960, -2.615], [2.569, 8.144, 2.539], [-1.545, -4.950, -0.076], [3.533, -1.780, 0.802], [-5.133, -2.226, -0.278], [0.580, 1.497, -3.680]]}

[6]
{"formula": "CH14O5S2", "method": "the ωB97M-V functional and the def2-TZVPD basis", "fmax_ha_per_bohr": 0.042, "relative_energy_kcal_mol": 34.5, "total_charge": 0, "smiles": "CSS.O.O.O.O.O", "e_lumo_ev": 0.0, "orbital_gap_ev": 9.34, "elements": ["H", "H", "H", "H", "H", "H", "O", "S", "H", "H", "O", "C", "H", "H", "O", "H", "O", "H", "H", "S", "H", "O"], "coordinates": [[1.652, 2.204, 1.317], [2.337, -0.261, -0.793], [3.111, 1.079, 0.953], [0.001, 0.713, 2.555], [2.920, 0.484, 2.404], [-1.541, 1.541, 1.408], [1.897, -0.474, -1.621], [-1.411, -2.117, -1.305], [-0.024, 0.600, 4.045], [1.935, -1.428, -1.710], [3.514, 0.566, 1.651], [-1.515, -1.777, 0.508], [-1.546, -0.691, 0.540], [-2.496, -2.126, 0.824], [1.492, 3.134, 1.169], [0.593, 3.364, 1.422], [0.306, 0.139, 3.265], [-0.257, 0.006, -2.741], [-0.977, 2.033, 0.181], [-1.470, -0.453, -2.369], [-0.729, -2.305, 1.032], [-1.122, 2.309, 1.091]]}